{
  "formula": "C13H24BClN6O7",
  "method": "wB97M-V/def2-TZVPD",
  "symbols": ["C", "C", "Cl", "C", "C", "C", "N", "O", "B", "O", "O", "O", "C", "O", "C", "C", "C", "N", "C", "C", "H", "H", "H", "H", "H", "H", "H", "H", "H", "H", "H", "H", "H", "H", "H", "H", "C", "O", "N", "N", "H", "H", "H", "H", "C", "O", "N", "N", "H", "H", "H", "H"],
  "positions_angstrom": [[-1.69783, 0.77691, 3.82642], [-0.81851, 0.35147, 2.63716], [0.81657, -0.02658, 3.29844], [-0.69126, 1.47078, 1.59741], [-0.68419, 0.94410, 0.14863], [-2.16803, 0.65369, -0.29249], [-2.45452, -0.68022, -0.76178], [0.00590, -0.26901, 0.09880], [1.32734, -0.20921, -0.35559], [2.31483, 0.46602, 0.35313], [1.66202, -0.89115, -1.49249], [-0.01414, 1.82492, -0.77204], [-0.24241, 3.15179, -0.61368], [-1.33484, 3.62061, -0.65935], [0.94385, 4.02456, -0.40633], [0.90535, 5.33029, -0.89072], [2.00662, 6.14318, -0.66178], [3.10624, 5.76388, -0.00759], [3.11971, 4.50595, 0.43210], [2.08532, 3.59042, 0.25262], [-2.43699, 1.50268, 3.50302], [-1.10018, 1.20821, 4.61952], [-2.21569, -0.09967, 4.20215], [-1.25345, -0.54194, 2.20941], [0.25042, 1.98216, 1.78411], [-1.47458, 2.20877, 1.73609], [-2.83189, 0.88910, 0.53455], [-2.41706, 1.34925, -1.08832], [-2.43406, -1.36165, -0.02120], [-1.85241, -0.96226, -1.51979], [2.64379, -0.11416, 1.05202], [2.47322, -1.38349, -1.29177], [0.04193, 5.68769, -1.42489], [1.98434, 7.15783, -1.03655], [4.00337, 4.18230, 0.96536], [2.19796, 2.58208, 0.61326], [-3.02657, -3.87645, -2.88008], [-2.04688, -3.34724, -2.38793], [-4.04004, -3.15178, -3.43944], [-3.19276, -5.23628, -2.90925], [-4.85677, -3.56176, -3.84896], [-3.94956, -2.15257, -3.42096], [-2.46583, -5.79477, -2.50548], [-3.99183, -5.68916, -3.30841], [3.12982, -3.51345, 0.46956], [3.49811, -2.34843, 0.37009], [3.77334, -4.40313, 1.27731], [2.05404, -4.00320, -0.21089], [3.49465, -5.35955, 1.38038], [4.56675, -4.06708, 1.78999], [1.54545, -3.37270, -0.80745], [1.74135, -4.95177, -0.13630]],
  "forces_ev_per_angstrom": [[0.106, -0.327, -0.358], [-0.514, 0.997, 0.460], [-0.058, -0.500, -0.150], [0.864, 0.194, -0.331], [-1.417, -0.977, 0.883], [0.285, -0.159, -0.471], [-0.578, 0.443, -0.051], [0.481, 0.625, -0.898], [0.316, -0.006, 0.027], [-0.171, -0.296, 0.175], [-0.439, -0.744, 0.384], [0.656, -0.053, 0.565], [0.349, 0.243, -0.170], [-1.135, 0.253, 0.092], [0.527, -0.131, -0.346], [0.322, -0.244, 0.374], [-0.206, 0.050, -0.147], [-0.296, -0.298, -0.021], [-0.071, -0.068, 0.039], [0.064, 0.437, -0.104], [-0.173, 0.049, -0.004], [0.026, 0.140, 0.114], [-0.055, -0.025, 0.287], [0.353, -0.261, -0.195], [0.131, 0.123, 0.037], [-0.208, 0.012, -0.116], [-0.082, -0.013, 0.155], [0.054, 0.195, -0.015], [0.265, -0.202, -0.095], [0.118, -0.285, 0.103], [0.142, 0.150, 0.093], [0.428, 0.447, -0.245], [-0.122, 0.090, -0.047], [0.131, 0.110, 0.016], [0.143, 0.085, 0.011], [-0.072, -0.146, -0.020], [-0.159, 0.073, -0.036], [0.174, -0.099, 0.065], [0.033, 0.019, -0.048], [0.035, 0.004, 0.020], [0.000, -0.026, 0.009], [-0.007, 0.012, 0.079], [0.015, 0.001, -0.001], [-0.015, 0.022, -0.010], [-0.223, -0.233, 0.002], [-0.094, 0.105, -0.120], [0.065, 0.057, 0.014], [0.126, 0.154, -0.022], [-0.030, -0.002, -0.016], [0.006, 0.011, -0.003], [-0.096, 0.006, 0.012], [0.009, -0.011, 0.025]],
  "homo_ev": -8.705,
  "smiles": "C[C@H](Cl)C[C@](CN)(OB(O)O)OC(=O)c1ccncc1.NC(N)=O.NC(N)=O",
  "fmax_ha_per_bohr": 0.03762,
  "homo_lumo_gap_ev": 9.048,
  "lumo_energy_ev": 0.3,
  "total_energy_ev": -50348.109
}